Below is a molecular structure, C12H36AlO16SY at a distorted geometry, with properties calculated with wB97M-V/def2-TZVPD.

Atoms and positions in Å:
Y (-3.918, 4.028, -19.193)
Al (-7.842, 1.802, -23.157)
S (-6.480, 4.624, -20.388)
O (-6.840, 3.814, -21.518)
O (-6.082, 3.713, -19.231)
O (-5.108, 5.223, -20.605)
O (-7.477, 5.639, -20.052)
C (-7.314, 7.873, -23.063)
C (-6.037, 8.370, -22.208)
O (-6.505, 9.147, -21.166)
O (-7.694, 8.818, -24.006)
H (-8.130, 7.538, -22.410)
H (-6.977, 7.024, -23.677)
H (-5.499, 9.073, -22.839)
H (-5.449, 7.517, -21.848)
H (-7.008, 8.589, -20.522)
H (-8.181, 9.553, -23.575)
C (-4.866, 5.993, -16.887)
C (-4.564, 4.754, -16.112)
O (-4.636, 3.605, -17.022)
O (-3.971, 6.108, -18.049)
H (-4.893, 6.940, -16.353)
H (-5.873, 5.943, -17.324)
H (-5.189, 4.601, -15.232)
H (-3.533, 4.721, -15.739)
H (-4.979, 2.805, -16.588)
H (-3.489, 6.952, -18.045)
C (-8.732, 8.032, -17.967)
C (-10.047, 7.629, -18.760)
O (-10.119, 6.276, -19.065)
O (-7.594, 8.008, -18.771)
H (-8.580, 7.392, -17.090)
H (-8.866, 9.038, -17.571)
H (-9.950, 8.173, -19.713)
H (-10.875, 7.968, -18.143)
H (-9.353, 6.050, -19.627)
H (-7.498, 7.145, -19.263)
C (-2.482, 6.629, -22.812)
C (-2.523, 6.915, -24.270)
O (-3.513, 7.883, -24.480)
O (-1.335, 5.828, -22.500)
H (-3.390, 6.010, -22.592)
H (-2.577, 7.464, -22.116)
H (-2.634, 6.071, -24.956)
H (-1.526, 7.336, -24.514)
H (-3.570, 8.095, -25.424)
H (-1.513, 5.446, -21.637)
C (-9.025, 3.957, -15.792)
C (-8.369, 2.785, -16.579)
O (-8.564, 2.908, -17.942)
O (-10.262, 4.350, -16.316)
H (-8.381, 4.865, -15.871)
H (-9.220, 3.798, -14.732)
H (-8.867, 1.886, -16.221)
H (-7.305, 2.799, -16.337)
H (-7.911, 3.495, -18.375)
H (-10.156, 4.561, -17.265)
C (-5.396, 4.503, -24.613)
C (-4.408, 3.381, -24.451)
O (-4.757, 2.515, -23.353)
O (-6.753, 4.007, -24.632)
H (-5.238, 5.047, -25.548)
H (-5.281, 5.232, -23.795)
H (-3.410, 3.800, -24.293)
H (-4.357, 2.774, -25.353)
H (-4.453, 2.907, -22.521)
H (-7.214, 4.535, -25.295)

Values from the calculation:
DFT total energy (eV): -64215.1539
Lowest unoccupied orbital energy (eV): -17.34
Net charge: +4
HOMO-LUMO gap (eV): 2.028

Atomic partial charges in e from the Mulliken method, atoms 1 to 4: atom 1 (Y): 1.58, atom 2 (Al): 1.08, atom 3 (S): 1.21, atom 4 (O): -0.48

Below is a molecular structure, C12H36B2CaF8KO6 at a distorted geometry, with properties calculated with wB97M-V/def2-TZVPD.

Atoms and positions in Å:
K (-2.872, -4.756, -2.960)
Ca (1.862, 1.150, 4.075)
B (5.441, 3.475, 2.309)
F (6.581, 4.158, 2.555)
F (5.561, 2.166, 2.753)
F (4.426, 4.028, 3.074)
F (5.114, 3.462, 1.033)
B (0.412, -1.582, 0.499)
F (-0.232, -1.250, 1.627)
F (0.265, -2.945, 0.255)
F (-0.134, -0.895, -0.546)
F (1.722, -1.240, 0.635)
C (-5.163, -3.130, 5.225)
C (-6.024, -1.881, 5.451)
O (-6.539, -1.439, 4.199)
H (-5.612, -3.819, 4.509)
H (-5.019, -3.710, 6.137)
H (-4.209, -2.915, 4.744)
H (-5.577, -1.033, 5.971)
H (-6.893, -2.101, 6.071)
H (-6.998, -0.604, 4.317)
C (3.596, 3.224, -4.784)
C (4.332, 4.591, -4.848)
O (3.480, 5.706, -4.475)
H (2.783, 3.119, -5.503)
H (3.202, 2.920, -3.814)
H (4.403, 2.529, -5.016)
H (4.609, 4.705, -5.896)
H (5.238, 4.514, -4.247)
H (3.961, 6.516, -4.661)
C (2.506, -3.706, -6.397)
C (3.052, -4.683, -5.333)
O (2.070, -5.679, -5.173)
H (3.192, -2.902, -6.662)
H (1.533, -3.423, -5.995)
H (2.146, -4.116, -7.341)
H (3.262, -4.243, -4.358)
H (3.996, -5.136, -5.635)
H (2.431, -6.445, -5.627)
C (-3.695, 3.503, 1.439)
C (-2.901, 4.142, 2.586)
O (-1.540, 3.877, 2.255)
H (-3.524, 2.441, 1.262)
H (-3.595, 3.907, 0.431)
H (-4.745, 3.715, 1.644)
H (-3.059, 3.644, 3.543)
H (-3.088, 5.212, 2.669)
H (-1.318, 4.555, 1.613)
C (-3.527, 3.048, -5.159)
C (-4.221, 1.714, -4.919)
O (-3.219, 0.706, -5.007)
H (-4.153, 3.867, -4.805)
H (-3.381, 3.105, -6.238)
H (-2.577, 3.102, -4.626)
H (-5.015, 1.553, -5.649)
H (-4.693, 1.715, -3.937)
H (-2.707, 0.842, -4.207)
C (2.609, -4.372, 7.619)
C (2.556, -4.212, 6.121)
O (3.224, -2.979, 5.790)
H (2.075, -3.646, 8.233)
H (3.650, -4.304, 7.934)
H (2.227, -5.353, 7.903)
H (1.541, -4.057, 5.753)
H (3.037, -5.100, 5.712)
H (4.139, -3.257, 5.869)

Values from the calculation:
DFT total energy (eV): -83169.6260
Lowest unoccupied orbital energy (eV): -6.91
Net charge: +1
HOMO-LUMO gap (eV): 4.149
Relative energy (zero: lowest compared OMol25 entry of this formula, charge and spin) (kJ/mol): 769.0

Atomic partial charges in e from the Mulliken method, atoms 1 to 4: atom 1 (K): 1.00, atom 2 (Ca): 1.95, atom 3 (B): 0.53, atom 4 (F): -0.35

Below is a molecular structure, C12H36K3O16P at a distorted geometry, with properties calculated with wB97M-V/def2-TZVPD.

Atoms and positions in Å:
K (-1.723, 11.737, 9.950)
K (-5.039, 17.649, 15.591)
K (-1.591, 19.515, 7.416)
P (-2.952, 16.372, 11.116)
O (-2.003, 15.921, 10.000)
O (-4.043, 15.342, 11.260)
O (-3.625, 17.797, 10.827)
O (-2.113, 16.484, 12.474)
C (-2.109, 23.673, 11.836)
C (-2.663, 23.292, 13.203)
O (-3.434, 22.069, 13.194)
O (-1.073, 22.817, 11.417)
H (-1.743, 24.689, 11.988)
H (-2.958, 23.684, 11.153)
H (-3.256, 24.139, 13.547)
H (-1.900, 23.336, 13.980)
H (-3.093, 21.363, 12.640)
H (-1.310, 21.971, 11.803)
C (-1.434, 12.521, 15.692)
C (-2.759, 11.859, 15.382)
O (-3.749, 12.853, 15.115)
O (-0.818, 12.684, 14.368)
H (-0.763, 11.762, 16.094)
H (-1.342, 13.389, 16.344)
H (-3.227, 11.335, 16.215)
H (-2.699, 11.283, 14.458)
H (-3.682, 13.109, 14.192)
H (-0.947, 13.590, 14.079)
C (2.709, 15.555, 7.331)
C (3.341, 16.971, 7.511)
O (2.637, 17.908, 8.281)
O (2.270, 14.831, 8.465)
H (3.489, 15.022, 6.788)
H (1.852, 15.731, 6.681)
H (3.385, 17.299, 6.472)
H (4.261, 17.065, 8.087)
H (2.753, 17.578, 9.175)
H (1.379, 15.164, 8.600)
C (-7.567, 12.149, 8.366)
C (-7.937, 11.759, 9.800)
O (-8.021, 12.846, 10.737)
O (-6.344, 12.664, 8.317)
H (-8.149, 12.977, 7.961)
H (-7.578, 11.300, 7.683)
H (-7.235, 11.014, 10.173)
H (-8.851, 11.176, 9.686)
H (-7.210, 13.347, 10.856)
H (-6.195, 13.331, 8.991)
C (1.383, 18.959, 15.491)
C (2.292, 17.710, 15.380)
O (2.045, 17.383, 14.077)
O (0.057, 18.625, 15.903)
H (1.366, 19.583, 14.597)
H (1.770, 19.524, 16.339)
H (2.023, 16.857, 16.003)
H (3.350, 17.915, 15.545)
H (1.093, 17.452, 13.979)
H (-0.243, 18.116, 15.147)
C (-8.663, 19.454, 8.926)
C (-7.970, 18.242, 8.260)
O (-6.631, 18.362, 7.928)
O (-7.921, 19.736, 10.100)
H (-9.704, 19.325, 9.220)
H (-8.588, 20.310, 8.256)
H (-8.406, 18.009, 7.289)
H (-8.048, 17.435, 8.988)
H (-6.145, 18.477, 8.748)
H (-6.989, 19.609, 9.911)

Values from the calculation:
DFT total energy (eV): -104043.7277
Lowest unoccupied orbital energy (eV): -0.90
HOMO-LUMO gap (eV): 2.611
Relative energy (zero: lowest compared OMol25 entry of this formula, charge and spin) (kJ/mol): 1480.4

Atomic partial charges in e from the Mulliken method, atoms 1 to 4: atom 1 (K): 0.91, atom 2 (K): 0.91, atom 3 (K): 0.90, atom 4 (P): 0.52